Entry 1:
ORCA calculation (ωB97M-V/def2-TZVPD) on a cluster of 2 separate species, C2H6N2O2 in total at a distorted geometry.

As for the SMILES: NC=O.NC=O. Its charge is 0. As for the HOMO energy: -9.80 eV. The value obtained for the HOMO-LUMO gap is 10.38 eV. The multiplicity is 1.

CARTESIAN COORDINATES (ANGSTROEM)
N: -1.3900 2.7344 0.4994
C: -0.1758 3.0404 0.0954
O: 0.2172 4.2272 -0.0083
H: -2.1666 3.3932 0.5959
H: -1.5615 1.7281 0.5671
H: 0.4432 2.1395 -0.1348
N: 1.3990 -3.0653 -0.0518
C: 0.1364 -2.8548 -0.4599
O: -0.7589 -2.3976 0.2635
H: 1.5859 -2.7071 0.8881
H: 2.1760 -3.2731 -0.6838
H: 0.0951 -2.9648 -1.5707

Forces on atoms 1 to 3 (eV/Å):
-1.8099 -1.8701 0.4263
1.8915 3.6480 -0.5422
-0.4134 -2.8652 -0.0542

In elementary charge units, the Mulliken charges are: atom 1 (N): -0.312, atom 2 (C): 0.206, atom 3 (O): -0.602, atom 4 (H): 0.231, atom 5 (H): 0.232, atom 6 (H): 0.244, atom 7 (N): -0.352, atom 8 (C): 0.195, atom 9 (O): -0.569, atom 10 (H): 0.236, atom 11 (H): 0.232, atom 12 (H): 0.258

Entry 2:
ORCA calculation (ωB97M-V/def2-TZVPD) on the molecule C2H6N2O2 at a distorted geometry.

As for the SMILES: [H]/N=C/O[C@@H](N)O. Its charge is 0. As for the HOMO energy: -10.18 eV. The value obtained for the HOMO-LUMO gap is 11.20 eV. The multiplicity is 1.

CARTESIAN COORDINATES (ANGSTROEM)
H: -1.4520 2.2628 -1.3014
N: -1.0960 1.5191 -0.7137
C: -0.5058 0.5911 -1.3331
O: -0.2376 -0.6283 -0.7661
C: 0.0787 -0.5464 0.5921
N: 0.6570 -1.7547 0.9939
O: 0.9901 0.6465 0.6897
H: -0.4328 0.4767 -2.4194
H: -0.8358 -0.3152 1.1599
H: 0.8838 -1.7498 1.9792
H: 1.4849 -1.9652 0.4487
H: 0.4655 1.4635 0.6704

Forces on atoms 1 to 3 (eV/Å):
0.3902 -0.0118 -0.2480
0.2962 -0.1122 0.2286
-2.0968 -1.2272 -0.6723

In elementary charge units, the Mulliken charges are: atom 1 (H): 0.220, atom 2 (N): -0.699, atom 3 (C): 0.254, atom 4 (O): -0.350, atom 5 (C): 0.185, atom 6 (N): -0.536, atom 7 (O): -0.627, atom 8 (H): 0.395, atom 9 (H): 0.325, atom 10 (H): 0.270, atom 11 (H): 0.249, atom 12 (H): 0.313

Entry 3:
ORCA calculation (ωB97M-V/def2-TZVPD) on a cluster of 2 separate species, C2H6N2O2 in total at a distorted geometry.

Its charge is 0. As for the HOMO energy (spin up / spin down): -6.18 / -10.44 eV. The value obtained for the HOMO-LUMO gap (spin up / spin down) is 6.91 / 8.19 eV. The multiplicity is 3.

CARTESIAN COORDINATES (ANGSTROEM)
C: 2.3036 -0.4061 -0.0312
C: -1.6212 0.1376 -0.8128
N: -0.7251 1.0737 0.9605
N: -0.9121 -0.0259 0.4474
O: 2.1003 0.3792 -0.8858
O: -0.5427 -1.1247 0.8602
H: 3.3974 -0.9805 -0.0299
H: 1.5946 -0.6660 0.8201
H: -0.9228 -0.4245 -1.4766
H: -2.5818 -0.3524 -0.7303
H: -1.7098 1.2872 -1.0622
H: -0.3804 1.1023 1.9405

Forces on atoms 1 to 3 (eV/Å):
3.1587 -6.5361 6.1501
0.8975 0.7470 -1.9332
-0.0675 2.7697 1.8876

In elementary charge units, the Mulliken charges are: atom 1 (C): -0.355, atom 2 (C): -0.714, atom 3 (N): -0.749, atom 4 (N): 0.963, atom 5 (O): -0.225, atom 6 (O): -0.613, atom 7 (H): 0.254, atom 8 (H): 0.329, atom 9 (H): 0.313, atom 10 (H): 0.307, atom 11 (H): 0.251, atom 12 (H): 0.239

Entry 4:
ORCA calculation (ωB97M-V/def2-TZVPD) on the molecule C2H6N2O3 at a distorted geometry.

As for the SMILES: O=C(O)NNCO. Its charge is 0. As for the HOMO energy: -9.50 eV. The value obtained for the HOMO-LUMO gap is 10.01 eV. The multiplicity is 1.

CARTESIAN COORDINATES (ANGSTROEM)
O: -1.4245 1.2969 0.0319
C: -1.7527 0.1616 -0.0265
O: -2.9989 -0.2052 0.3916
N: -0.9251 -0.9608 -0.4051
N: 0.4428 -0.7145 -0.4905
C: 1.0359 0.2155 0.5065
O: 1.4041 1.3885 -0.0678
H: -3.5408 0.6046 0.7683
H: -1.2712 -1.7502 0.1927
H: 0.8153 -0.6348 -1.4331
H: 0.2231 0.4460 1.3576
H: 1.9651 -0.1271 0.7997
H: 0.5840 1.9689 -0.1432

Forces on atoms 1 to 3 (eV/Å):
0.8746 2.0028 -0.5659
-0.4329 -1.9170 0.3287
-1.1158 0.9183 0.6099

In elementary charge units, the Mulliken charges are: atom 1 (O): -0.556, atom 2 (C): 0.630, atom 3 (O): -0.521, atom 4 (N): -0.278, atom 5 (N): -0.202, atom 6 (C): -0.320, atom 7 (O): -0.545, atom 8 (H): 0.376, atom 9 (H): 0.266, atom 10 (H): 0.239, atom 11 (H): 0.278, atom 12 (H): 0.261, atom 13 (H): 0.372

Entry 5:
ORCA calculation (ωB97M-V/def2-TZVPD) on the ion C2H6N2O3P with charge -1 at a distorted geometry.

As for the SMILES: [H]/N=C(\C)O[P@@](=N)([O-])O. Its charge is -1. As for the HOMO energy: -4.29 eV. The value obtained for the HOMO-LUMO gap is 8.11 eV. The multiplicity is 1.

CARTESIAN COORDINATES (ANGSTROEM)
H: 1.7514 0.7642 -0.5620
N: 1.2603 0.7920 0.3279
C: 0.4542 -0.1855 0.4972
C: 0.2605 -1.3056 -0.5155
O: -0.2777 -0.3101 1.5596
P: -1.2443 1.1679 1.9877
N: -1.8811 1.6023 0.6095
O: -1.9691 0.7931 3.2167
O: 0.0112 2.1115 2.3227
H: -0.7894 -1.3127 -0.8047
H: 0.4962 -2.2651 -0.0578
H: 0.8806 -1.1589 -1.3996
H: -2.8452 1.3053 0.5987
H: 0.6036 1.9891 1.5607

Forces on atoms 1 to 3 (eV/Å):
-0.2636 -0.1755 0.1296
0.3210 0.3008 -0.0823
0.7721 -0.4739 -1.2797

In elementary charge units, the Mulliken charges are: atom 1 (H): 0.171, atom 2 (N): -0.831, atom 3 (C): 1.006, atom 4 (C): -1.049, atom 5 (O): -0.481, atom 6 (P): 0.771, atom 7 (N): -0.779, atom 8 (O): -0.725, atom 9 (O): -0.573, atom 10 (H): 0.242, atom 11 (H): 0.271, atom 12 (H): 0.358, atom 13 (H): 0.205, atom 14 (H): 0.416

Entry 6:
ORCA calculation (ωB97M-V/def2-TZVPD) on a structure of composition C2H6N2OS at a distorted geometry.

Its charge is 0. As for the HOMO energy: -8.86 eV. The value obtained for the HOMO-LUMO gap is 8.27 eV. The multiplicity is 1.

CARTESIAN COORDINATES (ANGSTROEM)
C: -0.7658 -1.2303 -0.7469
C: 1.5109 0.5321 -0.1277
N: -1.2683 1.0623 0.9078
N: -0.3875 -0.5546 0.4683
O: 0.9107 -0.4337 0.7384
S: 0.3051 -2.1547 -1.5447
H: -1.7500 -1.1372 -0.8570
H: 0.9389 0.5525 -0.9789
H: 2.4678 0.0102 -0.4808
H: 1.6352 1.5171 0.2644
H: -2.1984 1.0116 0.4718
H: -1.3986 0.8247 1.8853

Forces on atoms 1 to 3 (eV/Å):
5.0932 0.8521 2.8588
2.9513 -2.1668 -0.1809
1.7976 -2.5660 -1.2778

In elementary charge units, the Mulliken charges are: atom 1 (C): -0.222, atom 2 (C): -0.704, atom 3 (N): -0.469, atom 4 (N): 0.002, atom 5 (O): -0.198, atom 6 (S): -0.222, atom 7 (H): 0.358, atom 8 (H): 0.356, atom 9 (H): 0.297, atom 10 (H): 0.291, atom 11 (H): 0.246, atom 12 (H): 0.265

Entry 7:
ORCA calculation (ωB97M-V/def2-TZVPD) on the molecule C2H6N2OS2 at a distorted geometry.

As for the SMILES: CO/C(=N/S)NS. Its charge is 0. As for the HOMO energy: -8.38 eV. The value obtained for the HOMO-LUMO gap is 8.98 eV. The multiplicity is 1.

CARTESIAN COORDINATES (ANGSTROEM)
C: 2.8585 -0.0380 -0.1815
O: 1.7186 -0.9220 0.0978
C: 0.6358 -0.1948 0.0195
N: 0.4636 1.0250 -0.3301
S: -0.9425 1.9078 0.0159
N: -0.3618 -0.8959 0.7803
S: -1.6512 -1.4163 -0.3119
H: 2.7166 1.1428 0.2024
H: 3.8718 -0.5409 0.3460
H: 3.1594 -0.0775 -1.3409
H: -1.0947 1.5453 1.5535
H: 0.0642 -1.7383 1.2793
H: -2.6449 -0.3282 -0.2670

Forces on atoms 1 to 3 (eV/Å):
4.1504 0.4210 -0.3034
2.9781 2.2364 -1.1956
-3.8074 0.3896 2.8552

In elementary charge units, the Mulliken charges are: atom 1 (C): -0.639, atom 2 (O): -0.329, atom 3 (C): 0.768, atom 4 (N): -0.465, atom 5 (S): -0.217, atom 6 (N): -0.428, atom 7 (S): -0.128, atom 8 (H): 0.308, atom 9 (H): 0.224, atom 10 (H): 0.258, atom 11 (H): 0.169, atom 12 (H): 0.314, atom 13 (H): 0.165

Entry 8:
ORCA calculation (ωB97M-V/def2-TZVPD) on the molecule C2H6N2S at a distorted geometry.

As for the SMILES: C/N=C/NS. Its charge is 0. As for the HOMO energy: -8.44 eV. The value obtained for the HOMO-LUMO gap is 9.23 eV. The multiplicity is 1.

CARTESIAN COORDINATES (ANGSTROEM)
C: 1.7439 -0.4716 -0.1678
N: 0.3030 -0.6455 -0.0298
C: -0.1719 0.5560 -0.0143
N: -1.6126 0.7036 -0.1215
S: -2.7348 -0.5545 -0.1530
H: 2.0354 0.6658 -0.3628
H: 2.2142 -1.2236 -0.9293
H: 2.3556 -0.7765 0.8533
H: 0.2838 1.4782 0.0671
H: -2.0907 1.6687 0.0636
H: -2.3258 -1.4009 0.7944

Forces on atoms 1 to 3 (eV/Å):
3.4531 -0.7358 1.4831
0.8332 2.9745 -0.2295
-5.1718 -3.9219 -0.4596

In elementary charge units, the Mulliken charges are: atom 1 (C): -0.577, atom 2 (N): -0.369, atom 3 (C): 0.066, atom 4 (N): -0.273, atom 5 (S): -0.158, atom 6 (H): 0.217, atom 7 (H): 0.220, atom 8 (H): 0.196, atom 9 (H): 0.260, atom 10 (H): 0.289, atom 11 (H): 0.129

Entry 9:
ORCA calculation (ωB97M-V/def2-TZVPD) on the molecule C2H6N2S at a distorted geometry.

As for the SMILES: NN1C[C@@H]1S. Its charge is 0. As for the HOMO energy: -8.66 eV. The value obtained for the HOMO-LUMO gap is 9.73 eV. The multiplicity is 1.

CARTESIAN COORDINATES (ANGSTROEM)
N: -0.3153 0.1371 1.7866
N: 0.1740 -0.1113 0.5108
C: -0.5367 -0.7297 -0.6197
C: 0.0907 0.7369 -0.6517
S: 1.5708 0.8504 -1.7032
H: -0.1391 -0.6708 2.3106
H: -1.2659 0.1530 1.6888
H: -1.5998 -1.0393 -0.5880
H: -0.0374 -1.5525 -1.2016
H: -0.5502 1.7027 -0.6680
H: 2.6087 0.5235 -0.8646

Forces on atoms 1 to 3 (eV/Å):
1.3451 1.4016 -0.8765
1.6337 -1.1283 -2.0852
0.3493 0.3947 -0.0480

In elementary charge units, the Mulliken charges are: atom 1 (N): -0.623, atom 2 (N): -0.020, atom 3 (C): -0.480, atom 4 (C): 0.039, atom 5 (S): -0.291, atom 6 (H): 0.249, atom 7 (H): 0.228, atom 8 (H): 0.257, atom 9 (H): 0.189, atom 10 (H): 0.304, atom 11 (H): 0.148

Entry 10:
ORCA calculation (ωB97M-V/def2-TZVPD) on the molecule C2H6N2S at a distorted geometry.

As for the SMILES: C/N=C\NS. Its charge is 0. As for the HOMO energy: -9.17 eV. The value obtained for the HOMO-LUMO gap is 9.87 eV. The multiplicity is 1.

CARTESIAN COORDINATES (ANGSTROEM)
C: -0.8764 0.7885 -1.3738
N: -1.1338 -0.5886 -0.7213
C: -0.2771 -1.0137 0.1986
N: 0.5829 -0.0743 0.9431
S: 2.0571 -0.7595 1.5482
H: 0.1256 0.7824 -1.8381
H: -1.7388 1.0288 -1.9431
H: -0.7883 1.5228 -0.5912
H: -0.5286 -2.0078 0.5571
H: 0.5684 0.8249 0.2702
H: 2.0089 -0.5035 2.9503

Forces on atoms 1 to 3 (eV/Å):
0.8665 -2.1328 2.3610
2.9930 -0.0539 0.6861
-2.7733 3.2811 -1.0162

In elementary charge units, the Mulliken charges are: atom 1 (C): -0.930, atom 2 (N): -0.425, atom 3 (C): 0.069, atom 4 (N): -0.325, atom 5 (S): -0.178, atom 6 (H): 0.336, atom 7 (H): 0.284, atom 8 (H): 0.355, atom 9 (H): 0.374, atom 10 (H): 0.289, atom 11 (H): 0.150